[1]
This record from OMol25 describes 16 unconnected molecules or ions with the total composition C37H97N9O32. The level of theory is the ωB97M-V functional and the def2-TZVPD basis.

Summary:
Spin multiplicity: 1

Each line ends with the Löwdin charge.
Element x y z (Å)
C (23.8528, 30.9153, 4.7712)  0.01
N (23.3729, 32.1551, 4.2473)  -0.46
O (22.9693, 32.9220, 5.1103)  0.05
O (23.4067, 32.3866, 3.0897)  0.08
H (23.5384, 30.6490, 5.7803)  0.09
H (24.9257, 31.0677, 4.8888)  0.10
H (23.7184, 30.0635, 4.1045)  0.11
C (19.0511, 33.7293, 9.5549)  0.04
N (19.0347, 35.0545, 8.8978)  -0.42
O (18.5179, 35.0735, 7.7971)  0.05
O (19.2816, 35.9772, 9.6646)  0.06
H (19.9810, 33.3461, 9.1348)  0.07
H (18.2816, 33.0672, 9.1579)  0.11
H (19.2361, 33.7234, 10.6291)  0.08
C (18.4823, 30.7387, 4.8808)  0.04
N (19.8058, 30.1727, 5.1540)  -0.42
O (19.9115, 28.9717, 5.3978)  0.07
O (20.7460, 30.9508, 5.2332)  0.04
H (18.5936, 31.8029, 5.0882)  0.10
H (17.7107, 30.2939, 5.5094)  0.10
H (18.1124, 30.4911, 3.8858)  0.10
C (22.6346, 34.0628, 0.6035)  0.04
N (23.1149, 35.3924, 0.9454)  -0.41
O (22.5272, 36.1487, 1.7136)  0.05
O (24.1849, 35.7649, 0.4570)  0.04
H (22.1722, 34.3357, -0.3451)  0.11
H (21.8602, 33.6451, 1.2468)  0.08
H (23.4860, 33.3982, 0.4563)  0.11
C (27.0097, 34.3122, 4.8001)  0.06
N (26.5686, 33.9966, 6.2350)  -0.40
O (27.0268, 34.6769, 7.1443)  0.07
O (25.7365, 33.0983, 6.3901)  0.03
H (27.9674, 33.8078, 4.6715)  0.09
H (27.1815, 35.3883, 4.7744)  0.08
H (26.4539, 33.7901, 4.0213)  0.09
C (16.5977, 38.5775, 4.2712)  0.05
N (15.3430, 39.4426, 4.4554)  -0.38
O (15.1368, 39.8694, 5.6212)  0.02
O (14.6258, 39.6793, 3.4744)  0.05
H (16.2514, 37.6939, 3.7350)  0.10
H (17.0703, 38.4270, 5.2418)  0.08
H (17.4426, 38.9970, 3.7251)  0.09
C (25.3500, 37.5880, 2.7337)  0.02
N (26.0374, 38.1799, 3.9279)  -0.39
O (25.8010, 37.5179, 4.9647)  0.01
O (26.8310, 39.1028, 3.8391)  0.07
H (24.3359, 37.3347, 3.0425)  0.07
H (25.8655, 36.7042, 2.3578)  0.10
H (25.1100, 38.3880, 2.0334)  0.09
C (22.1527, 36.6758, 6.5847)  0.06
N (22.5635, 36.6163, 8.0077)  -0.43
O (22.7535, 37.7286, 8.5318)  0.04
O (22.7311, 35.5256, 8.4852)  0.08
H (23.1234, 36.8638, 6.1257)  0.10
H (21.4204, 37.4823, 6.6214)  0.09
H (21.8185, 35.6474, 6.4482)  0.09
C (23.1481, 31.8512, 8.7118)  0.05
N (21.9972, 31.0040, 8.3524)  -0.45
O (20.8491, 31.3780, 8.5452)  0.04
O (22.2914, 29.9606, 7.9018)  0.09
H (23.4324, 32.3563, 7.7887)  0.08
H (23.9478, 31.2089, 9.0807)  0.11
H (22.8376, 32.5660, 9.4739)  0.09
C (22.4034, 42.1860, 1.9136)  -0.10
O (22.0136, 41.2573, 2.9005)  -0.19
C (23.0129, 40.5533, 3.6131)  -0.20
C (23.8909, 41.4124, 4.5685)  -0.12
O (24.7511, 42.5160, 4.0163)  -0.20
C (25.9300, 42.0305, 3.3817)  -0.13
H (23.2815, 42.0309, 1.2868)  0.09
H (22.4398, 43.1237, 2.4682)  0.09
H (21.4962, 42.2490, 1.3126)  0.09
H (23.6502, 40.0097, 2.9156)  0.09
H (22.4877, 39.8016, 4.2023)  0.11
H (24.6735, 40.8177, 5.0395)  0.11
H (23.1910, 41.8960, 5.2500)  0.11
H (25.5898, 41.3860, 2.5711)  0.07
H (26.7247, 41.6192, 4.0040)  0.07
H (26.5141, 42.8546, 2.9721)  0.09
C (16.0443, 37.9104, 8.2825)  -0.10
O (15.5648, 37.9738, 9.6244)  -0.17
C (15.6692, 36.7172, 10.3019)  -0.15
C (14.8617, 35.4852, 9.6308)  -0.19
O (13.5436, 35.8105, 9.2886)  -0.19
C (12.6773, 34.7359, 8.9410)  -0.10
H (17.1291, 37.9922, 8.3504)  0.06
H (15.6779, 38.7862, 7.7471)  0.07
H (15.8012, 37.0492, 7.6601)  0.08
H (15.3308, 36.8755, 11.3259)  0.12
H (16.7087, 36.4762, 10.5240)  0.10
H (14.8264, 34.6893, 10.3747)  0.11
H (15.3400, 35.2088, 8.6911)  0.10
H (12.9909, 34.1479, 8.0785)  0.08
H (11.6460, 35.0594, 8.7996)  0.09
H (12.7473, 34.0183, 9.7584)  0.08
C (24.4853, 37.7565, 13.1049)  -0.14
O (25.0447, 36.5486, 12.7501)  -0.18
C (24.2238, 35.5763, 12.0402)  -0.12
C (25.2014, 34.7717, 11.1346)  -0.17
O (26.0070, 33.8991, 11.9430)  -0.20
C (26.7738, 32.9781, 11.1326)  -0.08
H (23.7168, 38.1174, 12.4214)  0.07
H (25.2905, 38.4899, 13.1490)  0.09
H (23.8880, 37.6555, 14.0110)  0.08
H (23.4226, 36.0697, 11.4899)  0.10
H (23.9229, 34.8849, 12.8272)  0.11
H (25.8142, 35.4023, 10.4905)  0.12
H (24.7250, 34.1254, 10.3975)  0.09
H (26.8883, 32.0714, 11.7266)  0.08
H (27.7014, 33.4207, 10.7695)  0.09
H (26.1988, 32.6424, 10.2696)  0.07
C (20.6459, 39.0014, 10.4268)  -0.08
O (19.2177, 39.1113, 10.3149)  -0.21
C (18.6661, 40.3253, 9.7962)  -0.15
C (18.8046, 40.4410, 8.2332)  -0.18
O (20.1112, 40.8146, 7.8262)  -0.20
C (20.3268, 40.5177, 6.4669)  -0.09
H (21.0541, 38.0005, 10.2862)  0.05
H (20.8616, 39.4920, 11.3759)  0.09
H (21.0591, 39.6246, 9.6337)  0.05
H (19.2623, 41.1334, 10.2202)  0.12
H (17.6450, 40.4238, 10.1647)  0.13
H (18.1852, 41.2443, 7.8344)  0.13
H (18.4840, 39.4290, 7.9856)  0.10
H (20.1053, 39.4672, 6.2785)  0.07
H (21.2112, 40.8667, 5.9339)  0.07
H (19.5076, 41.0310, 5.9633)  0.09
C (20.8528, 35.6637, 12.6372)  -0.11
O (21.3053, 34.4150, 12.1486)  -0.19
C (20.7478, 33.2691, 12.7718)  -0.23
C (21.3784, 32.0264, 12.2517)  -0.19
O (22.7975, 31.7590, 12.1365)  -0.18
C (23.5495, 31.9920, 13.3100)  -0.10
H (21.2507, 36.5377, 12.1215)  0.07
H (21.1489, 35.7817, 13.6795)  0.09
H (19.7847, 35.8667, 12.7141)  0.09
H (19.6609, 33.2281, 12.7003)  0.12
H (20.9424, 33.3090, 13.8435)  0.12
H (20.8733, 31.7033, 11.3414)  0.11
H (21.0277, 31.2256, 12.9026)  0.12
H (23.2739, 32.8815, 13.8765)  0.08
H (24.5904, 32.1668, 13.0381)  0.08
H (23.5035, 31.1183, 13.9601)  0.09
C (19.9006, 36.3040, 3.8106)  -0.08
O (18.7742, 35.6170, 3.1999)  -0.19
C (19.0051, 35.0095, 1.9438)  -0.20
C (17.6685, 34.3672, 1.4393)  -0.19
O (16.5966, 35.2552, 1.1886)  -0.18
C (15.4038, 34.7503, 0.5946)  -0.10
H (20.2114, 37.1121, 3.1485)  0.08
H (20.7801, 35.6788, 3.9650)  0.07
H (19.5837, 36.7971, 4.7296)  0.07
H (19.7523, 34.2294, 2.0890)  0.10
H (19.4295, 35.6705, 1.1881)  0.12
H (17.4341, 33.6106, 2.1880)  0.12
H (17.9126, 33.8957, 0.4873)  0.12
H (15.1510, 33.7580, 0.9681)  0.08
H (15.3863, 34.5599, -0.4785)  0.08
H (14.6532, 35.4899, 0.8732)  0.09
C (21.1906, 44.5074, 9.6055)  -0.12
O (22.0039, 43.4022, 9.8985)  -0.19
C (22.8187, 42.9347, 8.7678)  -0.15
C (23.5901, 41.6341, 9.1515)  -0.15
O (24.4913, 41.9458, 10.2328)  -0.17
C (25.3172, 40.9150, 10.6187)  -0.14
H (21.0228, 44.4919, 8.5286)  0.08
H (21.5802, 45.4581, 9.9694)  0.08
H (20.2879, 44.4477, 10.2135)  0.08
H (23.4898, 43.7827, 8.6317)  0.12
H (22.2899, 42.7702, 7.8289)  0.10
H (24.0842, 41.1928, 8.2859)  0.12
H (22.8719, 40.8725, 9.4553)  0.10
H (25.9826, 41.1107, 11.4595)  0.09
H (25.8579, 40.4387, 9.8009)  0.09
H (24.6779, 40.1688, 11.0903)  0.07


[2]
This record from OMol25 describes a molecular structure, C15H22N3OPRuSe3SiTe. The level of theory is the ωB97M-V functional and the def2-TZVPD basis.

Summary:
Expectation value of S²: 8.80
Spin multiplicity: 6
Net charge: -1

Each line ends with the Löwdin charge.
Element x y z (Å)
Ru (-0.1256, -0.2771, -0.1591)  0.14
Se (0.4178, -1.1661, 2.0838)  0.06
Se (-0.0148, -3.2773, 1.5222)  -0.04
Te (-1.8168, -1.9255, -1.6006)  0.35
Se (-2.6036, -0.3644, 0.1622)  -0.11
N (-1.0066, 1.6520, 2.8672)  0.14
C (-0.1201, 2.3550, 2.0997)  -0.54
O (0.2484, 1.8907, 0.9909)  -0.22
C (0.3775, 3.5757, 2.6216)  -0.23
C (1.3539, 4.2954, 1.9368)  -0.26
N (2.1650, 4.8885, 1.3691)  0.12
C (-0.0873, 4.0788, 3.8313)  -0.28
N (-0.4919, 4.4883, 4.8330)  0.11
H (-1.5668, 0.9444, 2.4113)  0.01
H (-1.3964, 2.0740, 3.6921)  0.09
C (-0.6500, 1.2474, -3.3602)  -0.28
P (-0.2556, 1.6926, -1.6151)  0.73
C (-1.7153, 2.7324, -1.2186)  -0.28
C (0.9823, 3.0125, -1.8867)  -0.24
H (-0.8050, 2.1367, -3.9686)  0.04
H (-1.5505, 0.6306, -3.3708)  -0.01
H (0.1707, 0.6603, -3.7718)  0.04
H (-1.7949, 3.5466, -1.9393)  0.04
H (-1.5884, 3.1432, -0.2183)  0.04
H (-2.6214, 2.1254, -1.2428)  -0.01
H (0.5306, 3.8014, -2.4908)  0.05
H (1.8498, 2.6028, -2.4021)  0.03
H (1.2908, 3.4192, -0.9244)  0.03
C (3.2043, -1.8331, 0.3750)  -0.27
Si (1.9573, -1.1646, -0.9562)  0.42
C (1.7417, -2.7000, -2.1197)  -0.28
C (3.1224, 0.0591, -1.8541)  -0.31
C (3.5157, 1.2319, -1.2216)  -0.14
C (4.4785, 2.0573, -1.7774)  -0.09
C (5.0772, 1.7066, -2.9755)  -0.10
C (4.6923, 0.5423, -3.6170)  -0.10
C (3.7127, -0.2653, -3.0676)  -0.11
H (4.1462, -2.1057, -0.0960)  0.02
H (2.8094, -2.7206, 0.8662)  -0.03
H (3.4183, -1.0954, 1.1468)  0.01
H (2.7172, -3.1062, -2.3702)  0.01
H (1.2319, -2.4411, -3.0434)  0.00
H (1.1712, -3.4890, -1.6353)  -0.01
H (3.0467, 1.5094, -0.2854)  0.10
H (4.7574, 2.9767, -1.2805)  0.11
H (5.8412, 2.3332, -3.4159)  0.09
H (5.1603, 0.2675, -4.5519)  0.09
H (3.4130, -1.1622, -3.5897)  0.08


[3]
This record from OMol25 describes a gas-phase ion, C7H14N3S (charge +1). The level of theory is the ωB97M-V functional and the def2-TZVPD basis.

Summary:
SMILES string: C=CC[C@H](N)/[NH+]=C/NC(=C)S
Spin multiplicity: 1
Net charge: +1

Each line ends with the Löwdin charge.
Element x y z (Å)
C (0.5388, -1.9549, 0.7184)  -0.02
C (1.5604, -1.5541, 0.0066)  -0.16
C (2.3333, -0.2279, 0.3355)  -0.12
C (1.9075, 1.0397, -0.3344)  -0.36
N (2.6581, 2.1876, -0.1338)  0.05
N (0.4580, 1.3895, 0.2095)  0.14
C (-0.5336, 0.7151, -0.2675)  -0.11
N (-1.7907, 0.7731, 0.1444)  0.07
C (-2.8596, -0.0350, -0.1607)  -0.77
C (-2.7429, -1.1550, -0.8070)  -0.03
S (-4.4632, 0.4596, 0.3607)  0.81
H (0.2275, -3.0334, 0.5636)  0.10
H (0.1597, -1.4297, 1.6148)  0.09
H (2.0242, -1.9725, -0.8663)  0.11
H (3.2926, -0.6145, 0.1735)  0.11
H (2.1007, -0.1811, 1.3695)  0.10
H (1.6413, 0.8585, -1.3126)  0.12
H (2.4734, 2.9898, -0.8366)  0.15
H (3.2926, 2.5253, 0.6381)  0.14
H (0.5328, 1.9835, 1.0103)  0.16
H (-0.2374, -0.2577, -0.7160)  0.14
H (-2.0183, 1.4610, 0.8493)  0.15
H (-3.6252, -1.7405, -1.1720)  0.08
H (-1.7869, -1.5908, -1.0509)  0.05
H (-5.1431, -0.6356, -0.3365)  -0.01


Result set for energy relative to the best compared isomer or geometry (same formula, charge and spin): 2.530, 0.000, 3.084 eV, one per record in the order listed.